Arrangement w

DFT (ωB97M-V/def2-TZVPD) results for a single C4H4O3S molecule.

E_LUMO ... -0.58 eV

Geometry as ORCA input:
```
! RIJCOSX wB97M-V def2-TZVPD def2/J DEFGRID3
* xyz 0 1
O 0.7850 2.5783 0.1598
C 0.3279 1.4655 0.0836
C 1.0217 0.1991 0.5341
C 0.3101 -0.8511 -0.3091
C -1.0698 -0.3151 -0.4437
O -2.1110 -0.7865 -1.0458
S -2.3392 -0.9218 0.6962
O -0.8261 1.2388 -0.4840
H 2.0865 0.0650 0.4639
H 0.7200 0.1284 1.5601
H 0.6047 -0.9429 -1.4622
H 0.4902 -1.8578 0.2471
*
```



Arrangement x

DFT (ωB97M-V/def2-TZVPD) results for a single C4H4O3S molecule.

E_LUMO ... 0.42 eV

Geometry as ORCA input:
```
! RIJCOSX wB97M-V def2-TZVPD def2/J DEFGRID3
* xyz 0 1
O -3.3557 0.0509 0.0822
C -2.2616 -0.8218 -0.0861
C -0.9646 -0.1057 -0.0778
C -0.6555 1.2031 -0.0875
O 0.7134 1.2984 -0.0386
C 1.2136 0.0483 -0.0056
S 2.8076 -0.3495 0.0587
O 0.1896 -0.8203 -0.0351
H -3.2726 0.3089 1.0354
H -2.4850 -1.3071 -1.0569
H -2.3004 -1.6791 0.5937
H -1.2325 2.0938 -0.0380
*
```



Which is most stable, and by how much? arrangement x, by 0.0342 hartree.



Arrangement w

DFT (ωB97M-V/def2-TZVPD) results for 2 unconnected molecules or ions with the total composition C4H9O.

E_LUMO ... 3.94 eV

Geometry as ORCA input:
```
! RIJCOSX wB97M-V def2-TZVPD def2/J DEFGRID3
* xyz -1 1
C 2.2964 -0.4633 1.4442
O 1.6237 0.6813 1.6099
H 2.8244 -0.8284 2.3636
H 3.1235 -0.4187 0.6647
H 1.7123 -1.3439 1.0360
C -0.3887 0.9539 -0.9679
C -1.2786 -0.1131 -0.3600
C -2.5392 -0.2967 -0.7481
H -0.3421 1.8233 -0.3195
H -0.7017 1.1106 -1.9967
H 0.6029 0.5049 -0.9944
H -0.7918 -0.8436 0.2701
H -3.0547 -1.2476 -0.7242
H -3.0865 0.4813 -1.2776
*
```



Arrangement x

DFT (ωB97M-V/def2-TZVPD) results for 2 unconnected molecules or ions with the total composition C4H9O.

E_LUMO ... 4.16 eV

Geometry as ORCA input:
```
! RIJCOSX wB97M-V def2-TZVPD def2/J DEFGRID3
* xyz -1 1
C 1.9082 0.5747 -0.3636
O 2.3104 0.4381 -1.6132
C 1.6721 -0.5700 0.7657
C 0.4924 0.0465 0.0454
C -0.3501 1.0628 0.7544
H 2.3108 1.5298 0.1028
H -5.3278 -2.2480 -1.8715
H 2.2538 -1.5188 0.5489
H 1.6776 -0.1602 1.7809
H -5.3723 -2.5883 -2.5161
H -0.0050 -0.5395 -0.6717
H 0.2561 1.9081 0.8504
H -1.3715 1.2760 0.2908
H -0.4547 0.7889 1.8967
*
```



Arrangement y

DFT (ωB97M-V/def2-TZVPD) results for a molecular structure, C4H9O.

E_LUMO ... 4.18 eV

Geometry as ORCA input:
```
! RIJCOSX wB97M-V def2-TZVPD def2/J DEFGRID3
* xyz -1 1
C -1.5510 0.4060 -0.5688
O -2.2288 0.0483 0.5570
C -1.5747 -0.3578 -1.9054
C -0.5257 -0.7291 -0.8238
C 0.8804 -0.1694 -0.8285
H -1.1369 1.4230 -0.6699
H 3.4963 1.1947 5.7883
H -2.3732 -1.0515 -2.0815
H -1.3081 0.2589 -2.7460
H 3.2521 0.8339 6.4384
H -0.6595 -1.7470 -0.3572
H 1.4022 -0.4858 -1.7636
H 0.8059 0.9792 -0.9995
H 1.5210 -0.6034 -0.0396
*
```



Which is most stable, and by how much? arrangement w, by 0.0405 hartree.



Arrangement w

DFT (ωB97M-V/def2-TZVPD) results for a single C9H10N2 molecule.

E_LUMO ... 0.93 eV

Geometry as ORCA input:
```
! RIJCOSX wB97M-V def2-TZVPD def2/J DEFGRID3
* xyz 0 1
C 0.0381 3.3698 0.8954
C -0.8816 2.4662 0.6391
N -0.7898 1.1541 0.8307
C -1.5973 0.2114 -0.0097
C -0.6401 -0.9741 -0.1459
C -0.7715 -2.1256 -0.8437
C 0.4016 -2.8257 -1.1305
C 1.6390 -2.4200 -0.5711
C 1.7147 -1.2255 0.0594
C 0.5838 -0.5402 0.3770
N 0.5257 0.6757 0.9406
H -0.1474 4.3994 0.7638
H 0.9688 3.0825 1.2291
H -1.7932 2.6251 0.1217
H -1.6807 0.6079 -1.0135
H -2.5777 0.0569 0.4137
H -1.8412 -2.5407 -1.0827
H 0.4247 -3.6298 -1.8260
H 2.4700 -2.8896 -1.0281
H 2.6630 -0.8277 0.5814
H 1.2912 1.3501 0.7994
*
```



Arrangement x

DFT (ωB97M-V/def2-TZVPD) results for a single C9H10N2 molecule.

E_LUMO (spin up / spin down) ... -0.37 / -0.37 eV

Geometry as ORCA input:
```
! RIJCOSX wB97M-V def2-TZVPD def2/J DEFGRID3
* xyz 0 1
C -2.6036 -1.6059 0.0201
C -3.5396 -0.5304 0.0826
C -1.4359 -0.9510 -0.2286
C 0.5396 1.1502 0.5824
C 1.6569 -0.4754 -1.3150
C 1.7769 -1.1046 0.9314
C -0.6353 1.4402 -0.3269
C 0.9947 -1.3427 -0.2926
C 1.5385 0.0922 0.1125
N -2.9352 0.6596 -0.0853
N -1.6536 0.3786 -0.1759
H -2.6681 -2.7006 0.0232
H -4.6456 -0.4547 0.1966
H 1.1941 1.9817 0.8070
H 0.1838 0.8429 1.4905
H 2.5678 -0.9532 -1.5632
H 1.1399 -0.1908 -2.1853
H 1.2019 -1.2762 1.9507
H 2.7688 -1.7505 0.8202
H -1.0056 2.4580 -0.1760
H -0.5071 1.5626 -1.4566
*
```



Arrangement y

DFT (ωB97M-V/def2-TZVPD) results for a single C9H10N2 molecule.

E_LUMO ... 0.49 eV

Geometry as ORCA input:
```
! RIJCOSX wB97M-V def2-TZVPD def2/J DEFGRID3
* xyz 0 1
C 1.7631 -0.2227 -0.0276
C 0.4746 0.1592 -0.5261
C -0.5123 0.3769 0.4826
C -1.8568 0.1560 0.2476
C -2.7515 0.2305 1.2528
C -2.2981 0.6031 2.5640
N -0.9925 0.8232 2.8162
C -0.1844 0.8161 1.7724
C 0.4062 -0.1478 -1.9632
N 1.6791 -0.6752 -2.3608
C 2.4483 -0.9695 -1.2026
H 2.2108 -0.1680 0.9749
H -2.1334 0.0195 -0.8253
H -3.8381 -0.0238 1.0797
H -2.9688 0.5139 3.4015
H 0.8426 1.2246 1.9985
H -0.4708 -0.8406 -2.0015
H 0.1033 0.6500 -2.6690
H 2.1080 0.1245 -2.8874
H 3.5261 -0.6288 -1.1682
H 2.4446 -2.0210 -0.9586
*
```



Which is most stable, and by how much? arrangement y, by 0.0305 hartree.



Arrangement w

DFT (ωB97M-V/def2-TZVPD) results for a molecular structure, C5H8FNO.

E_LUMO ... 1.01 eV

Geometry as ORCA input:
```
! RIJCOSX wB97M-V def2-TZVPD def2/J DEFGRID3
* xyz 0 1
C 0.3483 0.6347 -1.0348
C 0.8061 -0.8146 -0.6947
C 0.0985 -0.9508 0.6626
C -0.5925 0.8435 0.1656
C -1.3253 -0.5064 0.2956
H 1.7330 1.5538 -0.1269
H -0.1563 0.6975 -2.0090
H 1.9163 -0.8602 -0.5668
H 0.4834 -1.5598 -1.4270
H 0.2930 -1.8194 1.2564
H -0.1807 0.4487 2.1545
H -1.1308 1.8048 0.2569
H -1.8626 -0.9492 -0.5489
N 0.3505 0.4077 1.2516
O 1.3890 1.5854 -1.0349
F -2.1701 -0.5157 1.3997
*
```



Arrangement x

DFT (ωB97M-V/def2-TZVPD) results for a single C5H8FNO molecule.

E_LUMO ... 0.42 eV

Geometry as ORCA input:
```
! RIJCOSX wB97M-V def2-TZVPD def2/J DEFGRID3
* xyz 0 1
O -0.2582 2.1001 -1.0030
C 0.3116 0.8559 -0.8656
C 1.6070 0.8776 -0.0583
N 1.3556 -0.1998 0.9156
C -0.0605 -0.3805 1.0560
C -0.6477 -1.3631 0.1082
F -1.6767 -2.0050 0.3670
C -0.6943 -0.0079 -0.1975
H -0.6445 2.0473 -2.1309
H 0.5716 0.5491 -1.8104
H 2.7050 0.5772 -0.4912
H 1.9278 1.9178 0.3703
H 2.0385 -0.8435 0.6420
H -0.6094 -0.1527 2.0708
H 0.1713 -1.8842 -0.5312
H -1.5896 0.5412 -0.0637
*
```



Which is most stable, and by how much? arrangement w, by 0.1232 hartree.